64
Properties=species:S:1:pos:R:3:forces:R:3:lowdin_spin:R:1 method="wB97M-V/def2-TZVPD" s_squared=1.07 relative_energy_kj_mol=151.8 e_tot_ev=-139700.2278 total_charge=+1 homo_ev="-9.39 / -9.39" multiplicity=2
Fe 0.392830 -0.925702 1.081314 1.29 -0.01 -1.08 0.980
N 2.036671 -1.802419 2.125876 -0.80 0.07 0.10 -0.025
N 3.011100 -0.825092 2.316202 0.15 -0.03 0.45 -0.003
C 2.856744 0.346152 1.612047 0.08 0.17 -0.17 0.001
O 3.705591 1.206277 1.615970 -0.14 -0.09 -0.06 0.001
O 1.693300 0.432188 1.011658 -0.18 -0.08 -0.26 0.018
H 1.787173 -2.237904 3.008626 -0.08 0.05 -0.01 -0.001
H 2.342327 -2.502966 1.452405 -0.14 -0.02 -0.01 0.000
H 3.932294 -1.071506 2.643824 -0.04 -0.14 -0.06 -0.001
O -1.157328 -0.985005 -0.382755 0.05 0.37 0.89 0.021
C -1.161850 -1.488381 -1.514815 0.02 0.11 -0.10 0.000
C -0.058832 -2.061055 -2.185567 -0.11 -0.07 -0.17 0.005
C -0.240211 -2.493100 -3.512770 0.02 0.01 -0.01 -0.002
C 0.824707 -2.989032 -4.200526 0.03 0.02 0.07 0.005
C 2.096238 -3.063372 -3.612504 -0.03 0.01 -0.02 -0.001
C 2.276880 -2.664951 -2.316934 0.08 -0.05 0.22 0.001
C 1.195094 -2.177785 -1.546071 -0.08 0.18 -0.18 -0.005
O 1.392606 -1.859613 -0.305406 0.02 -0.02 0.77 -0.027
N 0.643598 -3.438427 -5.584743 0.02 0.01 -0.07 0.001
O 1.629965 -3.815477 -6.179280 0.05 -0.03 0.01 0.001
O -0.479342 -3.401849 -6.041301 -0.08 0.01 0.01 0.001
H -2.112303 -1.488230 -2.066740 -0.02 0.07 0.06 0.000
H -1.207755 -2.426415 -3.992742 0.00 0.02 0.00 0.000
H 2.920353 -3.438763 -4.202440 0.01 0.00 0.01 0.000
H 3.248721 -2.717593 -1.845938 0.02 -0.02 -0.03 0.000
C -3.070784 -3.300362 0.904153 0.20 -0.07 -0.06 0.002
As -2.486859 -1.967789 2.145368 -0.39 0.07 -0.06 0.004
C -3.050495 -2.560818 3.868558 0.26 -0.07 0.13 0.000
C -3.452242 -0.370587 1.747331 0.11 0.13 -0.03 0.000
O -0.799595 -1.835644 2.209529 0.02 -0.49 0.00 0.009
H -4.024075 -3.699109 1.247701 0.00 0.01 0.01 0.000
H -2.328887 -4.096908 0.871084 -0.04 -0.02 -0.02 0.000
H -3.188762 -2.860069 -0.081540 0.00 -0.01 -0.01 0.000
H -4.133142 -2.486130 3.950257 -0.01 0.01 -0.04 0.000
H -2.573624 -1.944361 4.628276 -0.04 0.01 0.01 0.000
H -2.740424 -3.596353 4.000305 -0.02 0.02 0.04 0.000
H -4.514251 -0.613426 1.780072 0.00 -0.03 0.02 0.000
H -3.164911 -0.029414 0.756586 0.00 0.04 0.03 0.000
H -3.215712 0.395639 2.480864 -0.03 0.00 -0.01 0.000
C 1.566975 3.233719 3.110411 0.02 0.04 -0.05 0.000
N 0.271277 2.597187 3.380468 0.05 0.09 0.04 0.002
C -0.429496 2.928053 4.619237 0.03 0.01 0.01 0.000
C -0.251304 1.784221 2.519685 -0.04 -0.18 0.12 0.004
N -0.688276 1.030981 1.747552 -0.06 -0.51 0.03 0.007
H 2.256484 2.995272 3.920275 -0.03 0.01 0.01 0.000
H 1.434752 4.312965 3.046407 0.03 0.01 -0.03 0.000
H 1.984180 2.845744 2.184364 -0.04 0.06 -0.02 0.000
H 0.238917 2.763292 5.464149 -0.01 0.00 0.00 0.000
H -1.304014 2.291954 4.727942 -0.01 0.01 -0.01 0.000
H -0.742161 3.972454 4.607042 0.00 0.00 0.00 0.000
N 0.468132 1.657952 -1.057822 -0.12 -0.23 -0.56 0.001
C 0.472728 2.646264 -2.035587 -0.04 -0.37 0.40 0.000
C 1.591082 2.806490 -2.853428 -0.04 0.19 -0.12 0.000
C 1.594397 3.788507 -3.834118 0.05 -0.24 0.20 0.000
C 0.489941 4.605380 -4.008039 0.01 0.29 -0.29 0.000
C -0.622790 4.447021 -3.201525 -0.08 -0.20 0.22 0.000
C -0.640288 3.466500 -2.217691 0.08 0.13 -0.13 0.000
H -0.260832 1.611978 -0.368613 0.00 0.33 -0.07 0.000
H 1.319054 1.197621 -0.784450 0.02 0.39 -0.08 0.000
H 2.447970 2.161985 -2.700777 0.06 0.02 -0.04 0.000
H 2.465413 3.919901 -4.462405 0.02 -0.03 0.00 0.000
H 0.496985 5.368199 -4.775146 0.01 0.01 0.01 0.000
H -1.480696 5.092628 -3.337015 -0.03 -0.02 0.02 0.000
H -1.503239 3.329082 -1.576850 -0.06 0.05 -0.01 0.000

=====

36
Properties=species:S:1:pos:R:3:forces:R:3:mulliken_charge:R:1 method="wB97M-V/def2-TZVPD" relative_energy_kj_mol=409.3 e_tot_ev=-16222.0846 total_charge=+1 homo_ev="-12.29 / -12.29"
C 2.708947 -0.603076 -0.471070 -3.08 -1.39 -1.28 -0.100
C 1.985882 0.437374 0.172501 0.96 0.85 0.28 1.393
C 3.965919 -0.303699 0.194247 0.56 -0.55 0.39 -0.169
C 2.214542 -1.172027 -1.560040 -0.17 -0.60 -0.75 -0.827
C 3.327725 0.937361 0.759922 -1.71 1.12 -2.09 -1.555
C -1.284626 -3.322942 0.398245 0.49 2.51 0.75 -1.433
C -3.590838 2.299185 0.054501 0.86 -0.94 -0.98 -1.216
C -0.975658 -2.135090 -0.499665 0.21 -0.59 -2.29 -0.112
C -2.378639 1.357949 0.440176 -1.32 0.61 2.22 0.098
C -0.483410 -1.040029 0.426827 0.39 -1.10 -1.62 -0.942
C -1.460713 0.985199 -0.739991 -2.12 -1.99 2.69 -1.260
N 0.693320 2.215990 0.593657 -6.10 0.24 -1.03 -0.902
N -0.310665 0.234547 -0.243834 1.36 -0.05 -1.29 0.335
N 0.802203 0.926500 0.119718 0.52 0.65 -0.05 0.385
H 4.056016 -0.931786 1.075366 0.98 -0.64 -0.43 0.176
H 4.777496 -0.205786 -0.492287 0.94 -0.09 0.16 0.378
H 1.151179 -1.148315 -1.897589 1.19 0.27 0.62 0.190
H 2.911204 -1.645357 -2.207427 0.32 -0.63 -0.65 0.347
H 3.666382 1.902489 0.438683 0.22 0.50 -0.19 0.497
H 3.216287 0.870469 1.766543 0.13 0.32 3.26 0.452
H -1.613640 -4.152512 -0.110890 -0.47 -2.05 -1.04 0.450
H -0.458302 -3.488743 1.078044 0.27 -0.58 -0.04 0.351
H -2.085915 -2.953918 1.024508 -0.45 -0.29 0.34 0.344
H -3.935333 1.875010 -0.939519 -0.57 0.73 1.33 0.317
H -4.282233 2.275361 0.907130 -0.28 -0.22 -0.76 0.366
H -3.355780 3.382995 -0.096402 0.31 -0.99 0.02 0.310
H -1.831619 -1.920864 -1.148276 -0.70 0.59 0.89 0.292
H -0.321423 -2.304703 -1.395283 0.43 -0.42 1.32 0.209
H -2.818935 0.400801 1.007659 0.95 2.05 -1.46 0.167
H -1.847353 1.963337 1.225698 0.01 -1.00 -0.62 0.301
H -1.328808 -0.897556 1.056675 0.09 -0.15 1.76 0.350
H 0.497675 -1.501020 0.787704 -1.46 1.38 0.27 0.449
H -2.122364 0.362211 -1.382923 1.11 0.29 -0.08 0.396
H -1.177796 1.862278 -1.198439 0.83 1.68 -1.50 0.538
H 1.518756 2.534738 0.856737 4.55 1.81 1.30 0.183
H 0.170524 2.903637 -0.000913 0.77 -1.34 0.55 0.237

=====

7
Properties=species:S:1:pos:R:3:forces:R:3:mulliken_charge:R:1 method="wB97M-V/def2-TZVPD" relative_energy_kj_mol=177.0 e_tot_ev=-22625.1229 homo_ev=-9.66
C -1.743808 0.539180 -0.716331 0.89 -0.95 0.63 0.142
N -2.408623 1.359262 -0.247650 0.08 0.03 -0.35 -0.341
N 0.582694 -1.193445 -0.211759 -3.49 0.03 -1.68 -0.182
P -0.909658 -1.221181 -0.768738 1.46 0.23 0.57 0.234
P 1.680796 0.008188 0.132274 1.28 -0.37 -0.83 0.027
H 0.892668 1.083515 0.457734 -0.67 0.72 0.58 0.052
H 1.905933 -0.575520 1.354473 0.45 0.30 1.08 0.069

=====

92
Properties=species:S:1:pos:R:3:forces:R:3:mulliken_charge:R:1 method="wB97M-V/def2-TZVPD" e_tot_ev=-71872.5703 homo_ev=-9.15
C -1.920214 -0.770706 -3.382063 0.56 0.17 0.08 -0.915
C -0.466426 -0.971276 -2.927575 -0.34 -0.35 -0.14 -0.490
O -0.373487 -0.939550 -1.513706 -0.04 0.05 0.10 -0.347
C 0.541125 0.002796 -1.013507 0.23 0.02 0.07 -0.583
C 0.472993 -0.014780 0.505292 -0.15 0.28 -0.36 -0.548
O 1.660548 -0.567159 1.050232 -0.06 -0.25 -0.12 -0.312
C 1.453664 -1.418552 2.127120 0.10 0.66 0.29 -0.534
O 2.558388 -2.300777 2.199313 -0.18 0.05 0.08 0.022
P 2.262532 -3.802080 1.729480 -0.42 -0.35 -0.65 0.867
O 1.555712 -3.939764 0.461313 0.11 -0.01 0.30 -0.651
O 3.714835 -4.429395 1.732482 0.07 0.00 0.00 -0.518
O 1.479680 -4.447024 2.951165 0.69 0.14 0.35 -0.476
Si 2.129999 -4.620034 4.516542 -0.37 0.01 0.36 0.606
C 2.445214 -6.417920 4.878677 -0.14 0.21 -0.44 -1.104
C 0.830778 -3.952911 5.675986 0.20 0.12 -0.54 -1.075
C 3.701742 -3.645479 4.773351 -0.06 -0.28 0.14 -0.858
H -2.274949 -1.635085 -3.932442 -0.16 -0.03 -0.11 0.322
H -1.981941 0.113433 -4.009863 -0.27 0.01 -0.14 0.243
H -2.544041 -0.623980 -2.506022 -0.12 0.00 0.07 0.284
H 0.181146 -0.219646 -3.376292 0.10 0.14 0.04 0.392
H -0.113975 -1.945967 -3.265406 0.17 -0.06 0.02 0.336
H 1.568589 -0.236310 -1.302446 0.08 -0.08 -0.07 0.354
H 0.315829 0.999387 -1.404767 -0.14 0.09 0.00 0.426
H 0.330348 1.001845 0.874303 0.06 0.07 0.20 0.291
H -0.404792 -0.600217 0.776448 -0.05 -0.11 0.11 0.354
H 0.505815 -1.952092 2.047610 -0.04 -0.21 -0.21 0.467
H 1.435809 -0.836598 3.054126 0.15 -0.09 0.19 0.328
H 4.302270 -4.109563 2.428925 0.14 0.00 -0.01 0.360
H 1.495846 -6.899877 5.102416 -0.02 -0.16 0.14 0.308
H 3.124554 -6.511536 5.722008 0.00 -0.08 0.17 0.359
H 2.881446 -6.931862 4.023844 0.10 -0.03 -0.06 0.308
H 0.737190 -2.881044 5.496599 -0.10 0.09 0.08 0.278
H -0.129910 -4.416938 5.467358 -0.14 -0.05 0.14 0.326
H 1.113986 -4.101345 6.714335 -0.05 -0.08 0.14 0.344
H 4.570275 -4.181310 4.389595 0.18 0.15 -0.06 -0.019
H 3.677367 -2.625068 4.405732 0.03 0.07 -0.16 0.326
H 3.846331 -3.590595 5.854332 0.00 -0.03 0.11 0.550
N -4.088380 1.748634 -5.341530 -0.03 -0.01 0.02 -0.507
C -4.416298 1.863936 -4.056007 0.11 0.04 0.04 -0.315
C -5.724512 1.887830 -3.596707 -0.02 0.01 0.01 -0.403
C -6.750462 1.786607 -4.522533 -0.01 0.00 0.01 -0.417
C -6.426456 1.666387 -5.863919 -0.04 0.01 0.02 -0.278
C -5.086036 1.651635 -6.217489 0.09 -0.01 -0.06 -0.285
H -3.587023 1.943519 -3.361129 -0.06 0.00 0.07 0.684
H -5.927932 1.984213 -2.538494 0.02 0.01 0.01 0.371
H -7.785079 1.801277 -4.203857 -0.01 0.00 0.00 0.376
H -7.188802 1.585778 -6.626418 0.03 0.00 -0.04 0.423
H -4.796330 1.557528 -7.257227 -0.06 0.00 -0.02 0.345
N 3.117432 3.879949 5.285042 0.00 -0.01 0.00 -0.562
C 2.852103 3.357009 4.090782 -0.03 0.04 -0.03 -0.254
C 3.148887 2.048079 3.740520 0.00 -0.06 -0.04 -0.404
C 3.758265 1.237819 4.684524 0.00 -0.04 0.00 -0.223
C 4.041969 1.767054 5.932848 0.00 -0.01 -0.01 -0.455
C 3.701351 3.088457 6.180753 0.00 0.04 0.04 -0.197
H 2.376798 4.023959 3.379836 0.00 -0.03 -0.03 0.358
H 2.911815 1.670309 2.754026 -0.01 0.02 -0.01 0.479
H 4.007889 0.210590 4.448820 0.01 -0.01 -0.01 0.525
H 4.517642 1.171367 6.699893 0.00 0.01 0.02 0.360
H 3.905286 3.539477 7.145774 0.02 -0.03 0.01 0.347
N -6.362391 2.658584 -9.436676 0.01 0.01 0.02 -0.472
C -5.124884 2.954806 -9.826232 0.02 -0.06 0.01 -0.167
C -4.740464 4.207144 -10.280212 -0.01 0.01 0.00 -0.486
C -5.695105 5.208907 -10.335112 0.01 0.02 -0.01 -0.150
C -6.988439 4.916794 -9.934819 0.01 0.00 0.00 -0.451
C -7.267692 3.631817 -9.495185 -0.05 -0.04 0.03 -0.089
H -4.405746 2.144643 -9.769981 0.03 0.02 -0.02 0.400
H -3.718109 4.389347 -10.580718 0.01 -0.01 0.00 0.353
H -5.435613 6.200193 -10.683314 0.00 0.01 0.00 0.366
H -7.766480 5.667070 -9.960949 -0.02 0.00 0.01 0.347
H -8.267992 3.365077 -9.171396 -0.02 0.04 -0.01 0.353
N -3.470286 2.997323 -0.519014 0.00 -0.02 -0.04 -0.270
C -3.464877 4.322359 -0.639053 0.04 0.00 -0.05 -0.220
C -4.326608 5.159723 0.053545 -0.01 -0.01 0.01 -0.428
C -5.247343 4.589102 0.916664 -0.02 0.01 0.01 -0.212
C -5.266969 3.210417 1.051144 0.00 0.01 -0.01 -0.478
C -4.360090 2.463558 0.314189 0.02 -0.08 -0.01 -0.236
H -2.732874 4.730078 -1.327595 -0.01 0.04 0.01 0.349
H -4.275304 6.230955 -0.083205 0.01 0.01 -0.01 0.375
H -5.937915 5.207924 1.474760 0.00 0.00 0.00 0.365
H -5.968732 2.721324 1.712477 0.00 -0.02 0.00 0.384
H -4.341962 1.381654 0.392036 -0.03 0.00 0.02 0.379
N 7.087698 -4.065368 3.633032 -0.09 0.03 -0.03 -0.283
C 7.831289 -4.800046 4.456800 -0.06 -0.06 0.00 -0.180
C 9.094076 -4.426302 4.888895 0.01 0.01 -0.01 -0.583
C 9.615032 -3.224130 4.439375 0.02 0.01 0.01 -0.083
C 8.853854 -2.448872 3.580413 0.01 -0.01 0.01 -0.751
C 7.601115 -2.912076 3.209667 -0.06 0.01 -0.04 0.035
H 7.390176 -5.735413 4.783526 0.03 -0.01 0.02 0.373
H 9.652736 -5.063709 5.559882 -0.01 -0.02 0.00 0.354
H 10.597961 -2.897401 4.752583 0.01 0.00 0.00 0.370
H 9.220578 -1.504594 3.203126 -0.01 0.01 -0.01 0.363
H 6.974954 -2.333322 2.539341 0.03 0.03 -0.01 0.384

=====

67
Properties=species:S:1:pos:R:3:forces:R:3:mulliken_charge:R:1 method="wB97M-V/def2-TZVPD" relative_energy_kj_mol=823.9 e_tot_ev=-330702.8911 total_charge=-4 homo_ev=4.12
Zn 0.302828 1.937925 -2.470502 -2.05 -1.04 0.43 -0.298
Zn 1.197841 -3.245776 -0.772988 -0.59 1.00 -1.44 -0.036
Zn -2.802469 -0.997983 0.288701 -0.97 1.19 -0.79 -0.085
Zn 0.174849 1.948457 2.375867 -2.12 0.87 -1.21 0.146
S 0.432466 -0.065096 0.148180 -5.77 -1.88 -2.94 -2.064
O 0.985105 -1.376269 -0.137338 1.94 0.38 0.75 1.446
O 0.883970 0.382961 1.478921 2.27 0.08 0.99 1.111
O 0.769283 0.903436 -0.914423 1.86 -0.91 2.20 1.994
O -1.024408 -0.267712 0.186382 3.15 2.06 0.71 1.919
S 2.581279 -2.260696 -3.584076 -0.38 -3.31 -3.59 1.071
O 3.490107 -3.257633 -4.216970 0.85 0.61 -0.02 -0.844
O 3.235484 -1.015351 -3.276842 1.59 2.89 0.34 -0.837
O 1.410775 -2.095713 -4.410183 -0.23 0.93 -0.83 -0.654
O 2.184309 -2.891305 -2.337079 -0.34 -1.39 3.29 -0.401
S -2.807178 1.025032 2.889888 -6.94 4.95 -0.67 1.334
O -3.315102 0.777222 4.214655 -0.11 -1.85 3.24 -0.826
O -1.384073 1.047830 2.973287 6.46 -0.84 0.89 -0.934
O -3.270615 0.029077 1.975373 -0.21 -3.63 -1.39 -0.555
O -3.315475 2.298370 2.446838 0.79 0.69 0.27 -0.636
S -1.156979 3.736248 -0.097579 -6.60 3.33 -0.63 0.851
O -2.607514 3.708162 0.046516 1.57 -0.26 -0.48 -0.608
O -0.751687 5.138680 -0.087630 2.20 1.20 0.54 -0.889
O -0.563075 2.946280 0.945704 2.86 -1.68 3.13 -0.842
O -0.717872 3.155364 -1.351540 1.19 -1.00 -2.99 -0.512
S -1.604686 -2.865973 -2.262553 -3.33 1.16 -5.02 0.895
O -2.244491 -1.958433 -1.323928 -0.23 0.72 1.67 -0.256
O -2.666529 -3.764444 -2.723226 0.11 -1.83 0.63 -0.863
O -1.148425 -2.149867 -3.463555 0.46 0.53 1.22 -0.755
O -0.513126 -3.573648 -1.609923 1.94 -2.15 1.79 -0.606
S -4.771279 1.209722 -1.179324 -3.22 2.42 1.41 1.159
O -4.827485 2.257334 -0.165962 -0.38 0.39 -0.21 -0.636
O -3.686604 0.303714 -0.792409 1.87 -1.83 -0.53 -0.170
O -6.075330 0.484902 -1.109705 0.28 -0.57 -0.89 -0.832
O -4.485806 1.767052 -2.515561 0.31 -0.61 -0.50 -0.873
O 2.964217 -1.074394 2.381446 1.16 -0.67 0.71 -0.835
H 3.762344 -0.627755 2.099060 0.24 0.12 -0.19 0.314
H 2.262539 -0.448771 2.201248 -1.20 0.42 -0.62 0.144
O -1.941989 -2.322196 1.666101 0.21 -1.51 -0.43 -0.324
H -1.610049 -1.924756 2.471142 -0.13 0.87 0.96 0.395
H -2.452211 -3.075656 1.963115 -0.30 -0.19 -0.05 0.205
O 2.030776 2.860616 1.990536 1.10 0.20 0.34 -0.400
H 2.665193 2.215885 1.677372 -0.04 -0.53 -0.30 0.201
H 2.492497 3.697368 1.936750 -0.38 0.52 -0.02 0.280
O 1.483285 0.825496 -3.794391 -1.55 2.35 -0.62 -0.287
H 2.295553 0.321789 -3.742112 1.43 -1.92 0.98 0.252
H 1.381177 1.020182 -4.726003 -0.34 -0.35 -0.25 0.216
O 1.057744 1.242228 4.119113 0.56 0.04 0.81 -0.382
H 1.977627 1.133044 4.360205 0.38 -0.03 -0.23 0.221
H 0.581154 1.153274 4.944445 -0.70 -0.06 0.05 0.274
O 1.821982 3.243398 -2.291647 1.03 1.00 -0.55 -0.241
H 2.268961 3.542008 -1.499641 -0.48 -0.05 0.52 0.202
H 2.458799 3.380889 -2.992928 0.18 -0.32 -0.30 0.271
O 0.494082 -3.721162 1.151814 0.65 -0.96 0.62 -0.506
H 0.173998 -4.543674 1.522299 -0.17 -0.21 -0.23 0.294
H 0.039927 -3.041076 1.649279 -0.51 0.73 -0.28 0.171
O 3.495362 0.867301 -0.963391 1.44 0.18 0.20 -0.671
H 2.565602 0.765887 -0.759723 -1.08 -0.14 -0.38 0.071
H 3.804562 1.532562 -0.348533 0.11 0.25 0.15 0.210
O 3.104394 -3.088772 0.294377 0.57 -0.70 -0.19 -0.300
H 3.104858 -2.313174 0.855332 -0.48 0.72 0.40 0.320
H 3.660700 -3.717681 0.753969 -0.01 -0.26 -0.03 0.248
O -0.802541 -1.398149 3.982776 0.73 -1.39 0.48 -0.742
H -1.365780 -1.020904 4.658568 -0.69 0.46 -0.13 0.333
H -0.472746 -0.642785 3.496059 -0.20 0.91 -0.40 0.121
O -1.405017 0.820441 -2.664366 1.04 0.39 -0.99 -0.234
H -1.528154 0.073446 -3.250075 0.27 -1.09 -0.17 0.188
H -2.276936 0.993218 -2.309213 -1.08 0.58 0.77 0.076

=====

Number 1: F_max 1.7 eV/A. Number 2: F_max 6.2 eV/A. Number 3: F_max 3.9 eV/A. Number 4: F_max 0.9 eV/A. Number 5: F_max 8.5 eV/A.